(1)
ORCA calculation (the ωB97M-V functional and the def2-TZVPD basis) on 2 unconnected molecules or ions with the total composition C6H11BOS in a non-equilibrium geometry.

The geometry in XYZ format:
```
20
Properties=species:S:1:pos:R:3:mulliken_charge:R:1
B 0.7790 0.2590 0.1273 0.201
C -1.9066 1.7174 -0.7308 -0.679
C -1.5370 0.5963 -0.1707 0.170
C -2.0036 -0.6154 0.3868 0.450
C 1.2769 1.4838 0.9223 -1.264
C -2.2939 -1.6042 -0.7294 -1.119
C 3.2695 -1.0534 0.1255 -0.968
O -2.1889 -0.7990 1.5701 -0.598
S 1.4613 -1.2797 -0.3183 -0.048
H -2.9479 1.9742 -1.1648 0.208
H -1.2878 2.5250 -0.8632 0.289
H 0.6175 1.7565 1.6836 0.427
H 1.4009 2.3502 0.4341 0.491
H 2.3060 1.4411 1.2941 0.441
H -2.1333 -2.6802 -0.7026 0.341
H -1.7826 -1.3145 -1.6083 0.341
H -3.4226 -1.6622 -0.6917 0.298
H 3.2629 -1.0289 1.1192 0.358
H 3.5055 -0.1488 -0.2074 0.307
H 3.6246 -1.9169 -0.4756 0.351
```

Strongest force on any atom (hartree/bohr): 0.1129
Multiplicity: 1
HOMO-LUMO gap (eV): 8.590
Highest occupied orbital energy (eV): -8.295
Molar mass (g/mol): 142.032
Energy relative to the best compared isomer or geometry (same formula, charge and spin) (kJ/mol): 288.9

---

(2)
ORCA calculation (the ωB97M-V functional and the def2-TZVPD basis) on a molecular structure, C6H11Br2F2OSSbSe5Tc in a non-equilibrium geometry.

The geometry in XYZ format:
```
30
Properties=species:S:1:pos:R:3:mulliken_charge:R:1
Tc 1.7527 -0.6598 1.2557 1.119
Br -1.1318 1.5126 -4.3063 -0.119
C 0.4262 2.6901 -3.9860 -0.461
Br 0.6590 3.3914 -2.2468 -0.067
H 0.1891 3.4915 -4.6819 0.311
H 1.2710 2.1120 -4.2960 0.338
O 0.2529 0.2780 0.4566 -0.496
S -1.3095 0.4523 0.3081 0.181
C -2.2222 -0.4880 1.5590 -0.149
C -3.5740 -0.5076 0.8421 -0.782
C -3.3664 -0.8473 -0.6345 -0.691
C -1.8774 -0.6806 -0.9527 0.055
H -2.2179 0.1277 2.4951 0.414
H -1.6461 -1.4372 1.7259 -0.023
H -4.1009 0.4520 0.8770 0.316
H -4.2427 -1.1630 1.3122 0.402
H -3.8925 -0.2972 -1.3425 0.377
H -3.7041 -1.9077 -0.8445 0.291
H -1.7541 -0.1801 -1.8679 0.033
H -1.2612 -1.6153 -0.7487 0.253
Se 0.4715 -2.7433 2.1025 -0.178
F 0.3189 -0.5156 3.6568 -0.237
C 1.1794 -1.4394 3.0812 0.225
F 2.9484 0.2028 2.4463 -0.662
H 2.1463 -1.4729 3.6795 0.447
Se 6.0718 2.8576 -0.8646 -0.333
Sb 5.6180 0.8906 0.3422 0.895
Se 2.7888 -2.0515 -0.1850 -0.094
Se 6.6355 -0.5152 1.8582 -0.317
Se 3.5714 0.0631 -1.0410 -0.050
```

Strongest force on any atom (hartree/bohr): 0.0630
Multiplicity: 1
HOMO-LUMO gap (eV): 6.807
Highest occupied orbital energy (eV): -11.622
Molar mass (g/mol): 943.584
Charge: +1

---

(3)
ORCA calculation (the ωB97M-V functional and the def2-TZVPD basis) on C6H11BrO in the gas phase in a non-equilibrium geometry.

The geometry in XYZ format:
```
19
Properties=species:S:1:pos:R:3:mulliken_charge:R:1
C -0.0041 -2.6339 0.0727 -1.580
C 0.2935 -1.1882 0.1364 0.998
C 1.7556 -0.7133 0.5789 -1.240
C -0.5911 -0.2323 -0.1594 -0.151
Br -2.4481 -0.5285 -0.6311 -0.198
C -0.0914 1.4357 -0.4851 0.163
C -1.3451 2.3368 -0.5802 -1.581
O 0.6490 1.7744 0.6467 -0.546
H 0.2879 -3.1777 -0.8291 0.303
H -1.0058 -2.9149 0.2736 0.426
H 0.6302 -3.2300 0.7085 0.390
H 1.4044 -0.3242 1.5098 0.288
H 2.1605 0.0396 -0.0470 0.314
H 2.4214 -1.5816 0.5301 0.408
H 0.5550 1.4532 -1.3400 0.407
H -0.8643 3.4310 -0.5702 0.291
H -1.8755 2.1460 -1.4604 0.477
H -1.9996 2.1179 0.2304 0.450
H 0.0677 1.7901 1.4155 0.381
```

SMILES string: CC(C)=C(Br)[C@@H](C)O
Strongest force on any atom (hartree/bohr): 0.0922
Multiplicity: 1
HOMO-LUMO gap (eV): 9.583
Highest occupied orbital energy (eV): -8.763
Molar mass (g/mol): 179.057
Energy relative to the best compared isomer or geometry (same formula, charge and spin) (kJ/mol): 37.9

---

(4)
ORCA calculation (the ωB97M-V functional and the def2-TZVPD basis) on a molecular structure, C6H11CeClF5Ti in a non-equilibrium geometry.

The geometry in XYZ format:
```
25
Properties=species:S:1:pos:R:3:lowdin_spin:R:1
Ti -0.4320 -0.5910 3.1919 1.788
Cl -0.6114 -2.6384 2.5602 0.059
C 1.5200 -0.1383 3.2378 0.030
H 1.5232 0.8763 3.6927 0.001
H 2.1879 -0.1600 2.3392 0.007
H 1.8954 -0.8627 3.9984 0.010
Ce -0.1557 0.1400 -1.5961 0.012
C 1.1156 1.1482 -3.2704 0.000
C -0.8643 -1.8898 -2.4977 0.000
C 1.7266 -0.8474 -1.3341 0.000
H 0.0988 -2.4381 -2.4310 0.000
H -1.6140 -2.3671 -1.8432 0.000
H -1.2033 -1.8736 -3.5446 0.000
H 2.1177 1.0409 -2.7963 0.000
H 1.0891 0.5353 -4.1893 0.000
H 0.8792 2.2168 -3.4302 0.000
H 1.8166 -1.0123 -0.2171 0.001
H 2.5694 -1.4669 -1.6524 0.000
F -1.0046 2.3931 2.6115 0.012
C -1.4573 1.1351 2.1757 0.030
F -2.5684 0.8056 3.0479 0.038
C -2.0237 1.3892 0.8267 0.005
F -3.0436 2.2181 0.9641 0.000
F -1.0897 2.0617 0.0542 0.001
F -2.4717 0.3252 0.1023 0.004
```

Strongest force on any atom (hartree/bohr): 0.0572
Multiplicity: 3
⟨S²⟩: 2.01
HOMO-LUMO gap (alpha / beta) (eV): 5.372 / 6.065
Highest occupied orbital energy (alpha / beta) (eV): -3.017 / -3.719
Molar mass (g/mol): 401.580
Energy relative to the best compared isomer or geometry (same formula, charge and spin) (kJ/mol): 450.7
Charge: -1

---

(5)
ORCA calculation (the ωB97M-V functional and the def2-TZVPD basis) on 2 unconnected molecules or ions with the total composition C6H11Cl4F3N4P in a non-equilibrium geometry.

The geometry in XYZ format:
```
29
Properties=species:S:1:pos:R:3:mulliken_charge:R:1
N -1.3007 -4.4987 -0.6794 -0.634
P -0.6884 -4.0850 -2.0894 0.263
N -0.8074 -2.3623 -2.4727 -0.275
C -1.4175 -1.6046 -1.4437 0.212
N -2.6726 -1.8852 -1.0118 -0.349
N -0.6276 -0.4749 -0.9308 -0.126
C -0.8841 -0.2451 0.5170 -0.710
C -0.2683 1.1493 1.0473 -0.666
C 1.2112 1.4189 0.5484 0.493
F 1.4009 2.4090 -0.4787 -0.274
C 2.4002 0.7964 1.0560 0.109
F 2.6639 -0.5314 0.7185 -0.189
F 3.2781 1.5264 1.9089 -0.155
H -0.5560 -4.8906 -0.0821 0.244
H -1.3288 -4.8482 -3.1324 0.163
H 0.7027 -4.4200 -2.1082 0.141
H 0.0745 -1.9467 -2.8018 0.385
H -3.4629 -1.3387 -1.3851 0.245
H -2.9050 -2.6218 -0.3383 0.301
H -0.9704 0.3390 -1.4830 0.305
H -0.4020 -1.0735 1.1322 0.349
H -1.9794 -0.2218 0.8134 0.378
H -0.2285 1.1082 2.1894 0.395
H -0.9545 2.0332 0.8178 0.406
C 1.9459 5.2565 1.9388 0.361
Cl 1.4009 6.7487 1.1493 -0.086
Cl 2.7279 5.6552 3.4801 -0.083
Cl 0.5555 4.1958 2.2374 -0.115
Cl 3.0928 4.4120 0.8829 -0.088
```

Strongest force on any atom (hartree/bohr): 0.0852
Multiplicity: 1
HOMO-LUMO gap (eV): 5.398
Highest occupied orbital energy (eV): -11.246
Molar mass (g/mol): 368.962
Charge: +1

---

(6)
ORCA calculation (the ωB97M-V functional and the def2-TZVPD basis) on 2 unconnected molecules or ions with the total composition C6H11F3N2 in a non-equilibrium geometry.

The geometry in XYZ format:
```
22
Properties=species:S:1:pos:R:3:mulliken_charge:R:1
C -1.1079 -0.6560 0.0788 0.174
C 0.5641 1.6278 0.8762 -1.298
C 1.0425 0.4647 -1.4672 -1.267
C 1.8737 -0.6460 0.6422 -1.914
C 0.9727 0.3699 0.0483 1.488
C -2.2823 0.2578 0.1582 0.709
N -1.1873 -1.9295 0.6877 -0.646
N -0.9747 -1.8010 -0.7659 -0.412
F -3.4556 -0.2510 -0.2589 -0.299
F -2.6064 0.7813 1.3282 -0.241
F -1.9566 1.2214 -0.8259 -0.281
H -0.2347 1.4027 1.5663 0.262
H 0.3723 2.4182 0.1080 0.302
H 1.5036 1.8265 1.4733 0.425
H 0.4325 1.3380 -1.7923 0.303
H 2.0378 0.7044 -1.8325 0.449
H 0.7713 -0.5175 -1.9631 0.288
H 2.8680 -0.2391 0.3867 0.461
H 1.5899 -1.4904 0.0368 0.548
H 1.8857 -0.7694 1.6836 0.356
H -0.2827 -2.0128 1.2211 0.325
H -1.8260 -2.0999 -1.3895 0.268
```

Strongest force on any atom (hartree/bohr): 0.0856
Multiplicity: 1
HOMO-LUMO gap (eV): 9.205
Highest occupied orbital energy (eV): -8.490
Molar mass (g/mol): 168.162
Energy relative to the best compared isomer or geometry (same formula, charge and spin) (kJ/mol): 152.4

---

(7)
ORCA calculation (the ωB97M-V functional and the def2-TZVPD basis) on a molecular structure, C6H11F6N3O12P2PdS2.

The geometry in XYZ format:
```
43
Properties=species:S:1:pos:R:3:lowdin_spin:R:1
Pd -0.1989 1.8441 -0.5835 0.003
N 1.9070 -0.7803 1.4119 0.000
C 2.0290 0.7239 1.6029 0.000
C 3.0454 0.9745 2.7147 0.000
P 2.6925 1.2811 -0.0646 0.000
O 3.9640 2.1800 0.3042 0.000
O 3.0802 0.0376 -0.7628 0.000
O 1.7050 2.2707 -0.6840 0.000
P 0.3481 1.3422 2.1975 0.000
O -0.5585 0.0543 1.7955 0.000
O 0.3673 1.5234 3.6554 0.000
O -0.0937 2.5131 1.3072 0.000
H 2.7936 -1.1384 1.0480 0.000
H 1.2038 -1.0040 0.6852 0.000
H 1.6479 -1.2350 2.2859 0.000
H 4.0199 0.5608 2.4483 0.000
H 2.6908 0.5555 3.6561 0.000
H 3.1749 2.0446 2.8605 0.000
H 4.7385 1.8978 -0.1980 0.000
H -1.1470 -0.1797 2.5257 0.000
O -0.2382 4.9526 -0.8361 0.998
O -0.2882 5.5461 -1.8704 0.999
C -4.6235 0.7483 -0.6243 0.000
C -3.2451 1.1937 -0.5629 0.000
N -2.1644 1.5534 -0.5214 0.000
H -5.2310 1.4970 -1.1280 0.000
H -4.9988 0.5862 0.3845 0.000
H -4.6504 -0.1952 -1.1735 0.000
F -0.5981 -1.9706 -4.2707 0.000
C 0.4573 -1.7349 -3.5005 0.000
F 1.2835 -0.9113 -4.1311 0.000
F 1.0871 -2.8659 -3.2412 0.000
S -0.0932 -0.9287 -1.9021 0.000
O -0.0689 0.4902 -2.2712 0.000
O 0.8578 -1.3523 -0.9093 0.000
N -1.5804 -1.3178 -1.6116 0.000
S -2.0224 -2.7823 -1.1600 0.000
O -3.4509 -2.8317 -1.2257 0.000
O -1.2111 -3.8297 -1.6960 0.000
C -1.7034 -2.8203 0.6617 0.000
F -0.4070 -2.8295 0.9588 0.000
F -2.2636 -3.9146 1.1681 0.000
F -2.2568 -1.7488 1.2566 0.000
```

Strongest force on any atom (hartree/bohr): 0.0143
Multiplicity: 3
⟨S²⟩: 2.01
HOMO-LUMO gap (alpha / beta) (eV): 9.378 / 9.405
Highest occupied orbital energy (alpha / beta) (eV): -10.525 / -10.563
Molar mass (g/mol): 663.653
Energy relative to the best compared isomer or geometry (same formula, charge and spin) (kJ/mol): 0.0

---

(8)
ORCA calculation (the ωB97M-V functional and the def2-TZVPD basis) on C6H11FO in the gas phase in a non-equilibrium geometry.

The geometry in XYZ format:
```
19
Properties=species:S:1:pos:R:3:mulliken_charge:R:1
C -0.2470 2.6260 0.1032 -1.433
C -0.7710 1.1775 0.1003 0.336
C -0.4691 0.4693 1.4373 -0.677
C 0.8710 -0.2309 1.0054 -0.943
C 0.8826 -0.4028 -0.5052 0.307
C 0.6738 -1.7964 -0.9631 -0.514
F -0.5818 -2.1118 -0.3839 -0.295
O -0.3628 0.2943 -0.9553 -0.476
H 0.7329 2.7636 0.4656 0.361
H -0.7624 3.1660 0.9194 0.385
H -0.4058 3.1172 -0.8601 0.348
H -1.9006 1.1451 -0.1113 0.281
H -1.2075 -0.3742 1.8022 0.271
H -0.3837 1.1388 2.2546 0.389
H 1.7109 0.3260 1.3682 0.411
H 0.8562 -1.0866 1.6694 0.346
H 1.7839 0.0792 -0.9461 0.363
H 1.4963 -2.5344 -0.5052 0.237
H 0.5772 -2.1451 -2.0265 0.303
```

SMILES string: C[C@@H]1CC[C@@H](CF)O1
Strongest force on any atom (hartree/bohr): 0.0684
Multiplicity: 1
HOMO-LUMO gap (eV): 10.827
Highest occupied orbital energy (eV): -9.815
Molar mass (g/mol): 118.151
Energy relative to the best compared isomer or geometry (same formula, charge and spin) (kJ/mol): 128.5

---

(9)
ORCA calculation (the ωB97M-V functional and the def2-TZVPD basis) on C6H11FO in the gas phase in a non-equilibrium geometry.

The geometry in XYZ format:
```
19
Properties=species:S:1:pos:R:3:mulliken_charge:R:1
C 1.1526 1.5591 -1.1035 -0.948
C -0.2026 0.8636 -0.8460 -0.466
O -0.5775 1.7477 0.4038 -0.576
C 0.2582 -0.6284 -0.5551 0.393
C 0.7950 -0.6408 0.8427 -0.567
C -0.7038 -1.0576 1.5108 -0.782
C -0.8394 -1.5083 -0.1014 -0.167
F -2.0391 -1.0805 -0.5273 -0.359
H 1.0418 2.6945 -1.3985 0.292
H 1.9172 0.8694 -1.7113 0.231
H 1.2403 1.6333 0.0646 0.260
H -0.9891 1.1628 -1.5649 0.512
H -1.5336 1.3475 0.5163 0.289
H 0.5976 -0.9387 -1.6019 0.407
H 1.5699 -1.5027 1.0180 0.272
H 1.1674 0.2890 1.1858 0.358
H -1.5279 -0.2591 1.8088 0.155
H -0.6998 -1.9295 2.1175 0.345
H -0.6273 -2.6213 -0.0584 0.352
```

SMILES string: C[C@H](O)[C@H]1CC[C@H]1F
Strongest force on any atom (hartree/bohr): 0.1050
Multiplicity: 1
HOMO-LUMO gap (eV): 10.831
Highest occupied orbital energy (eV): -9.909
Molar mass (g/mol): 118.151
Energy relative to the best compared isomer or geometry (same formula, charge and spin) (kJ/mol): 401.3

---

(10)
ORCA calculation (the ωB97M-V functional and the def2-TZVPD basis) on a gas-phase ion, C6H11INOS (charge +1) in a non-equilibrium geometry.

The geometry in XYZ format:
```
21
Properties=species:S:1:pos:R:3:mulliken_charge:R:1
C 0.6249 -1.4631 0.1833 0.612
C -0.3879 0.3564 1.7858 -0.531
C -1.7559 -0.0377 1.2954 -0.373
C 0.1567 -0.0876 0.4707 0.098
C 1.0974 -1.8267 -1.1897 -1.244
C 1.2973 1.7287 -0.7565 -0.664
N 0.1306 0.8317 -0.6861 0.005
O 0.6435 -2.2272 1.1046 -0.556
S -2.7340 1.1947 0.6583 -0.263
I -4.4237 0.1346 -0.5454 0.166
H -0.1920 1.3349 2.3075 0.365
H -0.2524 -0.3611 2.5916 0.270
H -2.0735 -0.9551 1.6098 0.548
H 1.5237 -0.9479 -1.7164 0.291
H 0.3171 -2.3738 -1.7136 0.316
H 1.8721 -2.5143 -1.1016 0.402
H 2.0981 1.0909 -1.2293 0.241
H 1.0937 2.6843 -1.1990 0.383
H 1.4869 1.8107 0.3190 0.308
H 0.2500 0.2990 -1.5836 0.357
H -0.7727 1.3287 -0.6047 0.269
```

Strongest force on any atom (hartree/bohr): 0.0860
Multiplicity: 1
HOMO-LUMO gap (alpha / beta) (eV): 7.850 / 7.852
Highest occupied orbital energy (alpha / beta) (eV): -12.353 / -12.354
Molar mass (g/mol): 272.131
Energy relative to the best compared isomer or geometry (same formula, charge and spin) (kJ/mol): 0.0
Charge: +1

---

(11)
ORCA calculation (the ωB97M-V functional and the def2-TZVPD basis) on a gas-phase ion, C6H11N (charge -1) in a non-equilibrium geometry.

The geometry in XYZ format:
```
18
Properties=species:S:1:pos:R:3:lowdin_spin:R:1
C -1.3162 1.4007 -0.6257 0.004
C -1.6738 -0.0743 -0.4110 0.009
C -1.0186 -0.7521 0.8017 0.040
C 0.4528 -0.9983 0.6167 0.242
C 1.2549 0.1673 0.3132 0.109
N 2.0725 0.7119 -0.7492 0.326
C 2.6396 -0.4741 -0.4448 0.147
H -0.8021 1.7992 0.2517 0.003
H -0.5308 1.5114 -1.3727 0.003
H -2.1756 2.0310 -0.8489 0.000
H -1.4151 -0.6659 -1.2890 0.002
H -2.7393 -0.0811 -0.2301 0.001
H -1.5837 -1.6797 0.9621 0.003
H -1.2663 -0.1267 1.6943 0.011
H 0.9087 -1.8406 1.1174 0.011
H 1.2644 1.0090 1.0504 0.051
H 3.5625 -0.5348 0.1263 0.014
H 2.3662 -1.4029 -0.9622 0.027
```

Strongest force on any atom (hartree/bohr): 0.0458
Multiplicity: 2
⟨S²⟩: 0.76
HOMO-LUMO gap (alpha / beta) (eV): 5.763 / 5.563
Highest occupied orbital energy (alpha / beta) (eV): -1.335 / -1.214
Molar mass (g/mol): 97.161
Energy relative to the best compared isomer or geometry (same formula, charge and spin) (kJ/mol): 305.6
Charge: -1

---

(12)
ORCA calculation (the ωB97M-V functional and the def2-TZVPD basis) on C6H11N in the gas phase in a non-equilibrium geometry.

The geometry in XYZ format:
```
18
Properties=species:S:1:pos:R:3:mulliken_charge:R:1
C 0.0735 1.7343 1.8234 -0.662
C 0.9715 1.2326 0.9484 -0.402
C 0.5597 0.6237 -0.2587 0.528
C 1.4803 0.7977 -1.2991 -1.052
C -0.7310 -0.0847 -0.5854 -0.395
C -0.4468 -1.6438 -0.7082 -0.432
N -0.9993 -2.1210 0.4915 -0.569
H 0.3009 2.0094 2.8887 0.236
H -0.9446 1.8275 1.4890 0.263
H 2.0001 1.5356 1.2639 0.326
H 1.8114 0.3368 -2.2259 0.316
H 1.7519 1.8647 -1.1795 0.296
H -0.9921 0.1636 -1.5797 0.313
H -1.5209 0.2093 0.2515 0.253
H 0.5287 -1.5466 -1.1388 0.372
H -1.0177 -2.0717 -1.6051 0.240
H -1.9323 -1.7769 0.6311 0.188
H -0.8931 -3.0903 0.7929 0.181
```

SMILES string: C=CC(=C)CCN
Strongest force on any atom (hartree/bohr): 0.0974
Multiplicity: 1
HOMO-LUMO gap (eV): 8.174
Highest occupied orbital energy (eV): -7.777
Molar mass (g/mol): 97.161
Energy relative to the best compared isomer or geometry (same formula, charge and spin) (kJ/mol): 437.8